Computed, not measured: a molecular structure, C30H45As2CrO3Si2, with ωB97M-V/def2-TZVPD.

Computed properties:
Charge: +1
E_HOMO (spin up / spin down), eV: -9.46 / -9.56
Kohn-Sham gap (spin up / spin down), eV: 7.158 / 7.376
E_LUMO (spin up / spin down), eV: -2.3 / -2.2
Multiplicity: 5

Cartesian coordinates (Å):
As  -0.40136  0.18481  2.23279
As  1.39447  0.22866  -0.93998
Cr  -0.78358  -0.71738  -0.03343
Si  -0.58955  2.52743  2.01565
Si  -1.97862  -0.22416  3.91138
O  -1.02951  -1.43086  -2.14145
O  -0.79104  -3.19315  -0.13471
O  -2.78303  -1.38471  0.33292
C  -0.88794  -3.72457  -1.45681
C  3.26251  1.21426  0.96401
C  2.94395  2.69301  -0.91842
C  -1.28746  0.64769  5.41207
C  0.31191  1.68443  -3.31528
C  0.26558  1.86844  -4.69196
C  -2.01606  -2.05691  4.30536
C  1.89212  0.11321  -5.00104
C  4.34202  -2.90666  -2.76500
C  3.90291  3.54929  -0.39376
C  -3.75137  0.30361  3.63426
C  -2.08919  -1.18771  -3.06092
C  -0.31808  -2.65826  -2.35899
C  -1.85354  -3.52812  0.75194
C  0.88309  3.31085  2.84029
C  -3.11722  -2.77198  0.39953
C  2.63287  1.52524  -0.23597
C  -0.65529  3.04503  0.19740
C  4.22738  2.07065  1.47473
C  1.95085  -0.07907  -3.62484
C  1.05309  1.08428  -5.52632
C  1.15714  0.71747  -2.79315
C  -2.12149  3.25527  2.80760
C  3.30739  -2.05478  -0.76437
C  4.17305  -2.94636  -1.38607
C  2.78058  -1.08834  -2.92926
C  2.62781  -1.13168  -1.54076
C  4.54514  3.23875  0.79605
C  -3.90306  -0.51897  0.13735
C  3.64989  -1.98595  -3.53863
H  0.84266  4.39957  2.75364
H  4.15127  4.46014  -0.92213
H  0.27555  3.51711  -0.11744
H  -0.37802  2.62875  -5.11351
H  4.72021  1.82969  2.40684
H  -3.53737  -3.07931  -0.56501
H  -4.65474  -0.70358  0.90514
H  -1.01039  -2.47867  4.33903
H  -0.30015  0.24911  5.64864
H  1.81055  2.96599  2.39826
H  0.90434  3.05372  3.90127
H  -0.34720  -2.93873  -3.41343
H  -1.99760  4.34187  2.79548
H  -1.69636  -1.16451  -4.07878
H  2.45703  2.94018  -1.85464
H  3.79379  -1.97173  -4.61083
H  -1.50625  -3.22321  1.73592
H  -0.29516  2.30334  -2.66646
H  3.17206  -2.08966  0.31043
H  -2.86485  -1.95438  -2.98058
H  5.29337  3.90856  1.19691
H  -2.28427  2.95341  3.84123
H  4.71793  -3.66987  -0.79545
H  3.00227  0.31352  1.51007
H  -0.30993  -4.64957  -1.53647
H  -2.03610  -4.60599  0.76408
H  0.72241  -2.46872  -2.08600
H  2.49747  -0.48864  -5.66578
H  -4.29837  -0.41355  3.02068
H  -1.93826  0.49180  6.27553
H  -3.02127  3.01851  2.23621
H  -4.33677  -0.68654  -0.85185
H  -2.51238  -0.21453  -2.82130
H  -0.85158  2.20442  -0.47412
H  1.01629  1.23419  -6.59663
H  -2.46787  -2.19907  5.28963
H  -2.61613  -2.62815  3.59648
H  5.01922  -3.60118  -3.24230
H  -3.84600  1.28694  3.17936
H  -1.46376  3.76623  0.05705
H  -1.17803  1.72318  5.26467
H  -4.24251  0.33878  4.61025
H  -1.92958  -3.94690  -1.70340
H  -3.88193  -2.92761  1.16787
H  -3.53995  0.50230  0.22922

***

Computed, not measured: a molecular structure, C30H45InNO4P2, with ωB97M-V/def2-TZVPD.

Computed properties:
Charge: +1
E_HOMO (spin up / spin down), eV: -8.95 / -9.04
Kohn-Sham gap (spin up / spin down), eV: 6.068 / 2.655
E_LUMO (spin up / spin down), eV: -2.9 / -6.4

Cartesian coordinates (Å):
In  -2.75138  -0.05104  -0.25133
P  1.89058  -2.09361  -4.05013
P  1.22555  0.55370  -5.42336
O  -5.67551  -1.85389  7.67243
O  -3.96829  -1.35246  1.22749
O  -1.80288  -1.01526  1.75237
O  -3.61755  -2.11011  8.37595
N  -4.45486  -2.04589  7.45138
C  -1.60528  2.64947  1.99467
C  -5.03627  -2.01727  5.11725
C  0.57507  0.90294  -7.10890
C  3.24895  -0.44755  -0.17930
C  -0.33998  2.95040  1.42490
C  -1.40595  1.73248  3.05787
C  2.10919  2.28019  1.94780
C  0.03480  0.14182  -2.13291
C  -0.01304  1.44851  3.13968
C  0.87402  -1.33159  -0.12210
C  3.71150  -1.95918  -4.03734
C  -4.03847  -2.17036  6.09651
C  -2.91505  3.20520  1.59750
C  1.98426  1.53565  -1.32586
C  -3.29032  -1.92549  3.43768
C  0.73091  1.39939  -1.77480
C  3.02321  0.48121  -1.40010
C  -4.64968  -1.96254  3.78880
C  2.10113  -1.20588  0.38764
C  -2.29275  -2.17293  4.41517
C  2.99717  0.95712  -5.79994
C  -2.66692  -2.28579  5.75667
C  -0.11170  3.89225  0.31730
C  -2.48331  1.29943  3.96834
C  1.26308  -1.31418  -5.58725
C  -2.97694  -1.43617  2.06366
C  0.66938  0.53831  4.08413
C  0.51746  -1.21326  -1.56135
C  1.59564  -3.86900  -4.28786
C  0.64764  2.22473  2.15187
H  0.05559  -1.72037  0.50622
H  4.13050  -2.54200  -4.87132
H  0.15057  0.50080  5.04946
H  -2.78631  4.05953  0.92712
H  2.87933  -0.13399  -2.30341
H  -0.32518  -1.93243  -1.69816
H  2.35900  -1.74699  1.29395
H  4.06593  -0.92334  -4.09389
H  1.69814  0.87538  4.25127
H  -6.08045  -1.93353  5.40006
H  -2.72484  2.09553  4.70046
H  4.06343  -2.38272  -3.08215
H  -1.01294  0.29989  -1.81044
H  -0.45098  0.51958  -7.17277
H  3.03110  2.03757  -6.00707
H  -0.05676  0.03226  -3.23412
H  -1.93736  -2.43603  6.56346
H  3.99547  0.99362  -1.54815
H  -1.03671  4.05034  -0.24321
H  -3.41220  1.08603  3.40887
H  1.20167  0.43442  -7.87932
H  0.56784  1.99130  -7.24919
H  1.82673  -4.38063  -3.34127
H  -1.24397  -2.28807  4.11063
H  2.38097  2.53171  -1.09521
H  0.23032  4.87902  0.66314
H  -2.18369  0.40106  4.52170
H  -5.40862  -1.90250  3.01540
H  1.36425  -1.62455  -2.20572
H  2.51766  3.28384  2.15113
H  0.14397  2.29326  -1.97815
H  3.65192  0.76006  -4.94145
H  3.35359  0.40915  -6.68716
H  2.36972  2.02781  0.90995
H  2.23523  -4.26183  -5.09315
H  1.83126  -1.64092  -6.48077
H  2.62147  1.56275  2.60236
H  0.53459  -4.02498  -4.53238
H  0.21030  -1.63230  -5.70493
H  -3.54457  2.45980  1.08662
H  -3.46624  3.54142  2.48614
H  4.03405  -1.15909  -0.49952
H  3.70746  0.15754  0.62126
H  0.63808  3.51060  -0.38174
H  0.71726  -0.48739  3.68092

***

Computed, not measured: a molecular structure, C30H45MgO5Si, with ωB97M-V/def2-TZVPD.

Computed properties:
Charge: -1
E_HOMO (spin up / spin down), eV: -3.49 / -3.45
Kohn-Sham gap (spin up / spin down), eV: 5.445 / 4.455
E_LUMO (spin up / spin down), eV: 2.0 / 1.0

Cartesian coordinates (Å):
Si  3.05936  -1.31195  1.37270
Mg  0.64123  -0.11457  -0.78074
O  2.27391  -2.44779  2.31067
O  2.14165  -0.83457  0.15695
O  -0.41655  0.16237  -2.24459
O  4.47846  -2.04557  1.00015
O  3.61104  -0.08887  2.38027
C  -1.00826  0.88620  -3.30234
C  5.94855  0.23143  1.74050
C  -0.85964  -2.04541  -0.60154
C  1.72918  1.97618  -0.09969
C  0.65275  2.53234  -0.87003
C  2.23263  -1.90130  4.65927
C  -0.46852  2.67758  -0.00084
C  2.57606  -2.97726  3.64405
C  -1.65819  -0.89702  1.23517
C  5.81670  -3.95996  0.50706
C  4.87297  0.53423  2.76433
C  -3.38109  1.79997  -3.08861
C  -0.54786  -1.67264  1.65418
C  3.72927  -3.48799  -0.80031
C  -2.02601  1.96043  -3.07603
C  5.35105  0.05419  4.13374
C  4.63190  2.03733  2.81938
C  -0.09409  2.20301  1.29281
C  1.24510  1.77288  1.23353
C  1.69407  -4.20056  3.83890
C  -4.00925  0.51563  -3.30753
C  -6.08129  1.65981  -3.85989
C  4.92806  -2.87550  -0.08365
C  4.02974  -3.39746  3.77544
C  5.75185  -1.98323  -1.00861
C  -4.25159  2.94833  -2.95786
C  -0.04308  -2.37787  0.52332
C  -1.85069  -1.11196  -0.15052
C  -5.54880  2.89017  -3.42058
C  -5.31981  0.47845  -3.75316
H  0.76584  -3.10447  0.51812
H  -7.09771  1.60730  -4.24718
H  -1.42346  3.13053  -0.27108
H  -0.16045  1.35328  -3.85497
H  -3.38973  -0.38680  -3.18645
H  -5.75136  -0.48202  -4.04860
H  6.66632  -3.51528  1.04228
H  5.24533  -4.59852  1.18821
H  0.63095  -3.94878  3.76598
H  4.32673  2.41081  1.83597
H  6.86083  0.78390  2.01236
H  -2.65315  -0.67711  -0.73486
H  6.01681  -2.54500  -1.91113
H  5.19004  -1.08553  -1.29917
H  -3.83069  3.88355  -2.57046
H  1.94952  -4.99968  3.13370
H  1.86632  -4.59974  4.84213
H  -2.30647  -0.30533  1.87906
H  -1.59499  2.89119  -2.74654
H  6.68215  -1.67544  -0.51067
H  1.84004  1.38688  2.05659
H  -6.16887  3.79316  -3.47616
H  -0.19879  -1.78674  2.67159
H  2.42697  -2.26458  5.67656
H  3.01987  -2.71641  -1.12139
H  -0.72031  2.22018  2.18119
H  5.66088  -0.99818  4.12383
H  5.62700  0.54526  0.74020
H  2.74941  1.82403  -0.46345
H  3.21325  -4.19614  -0.13945
H  -1.48736  0.13446  -3.94762
H  4.29469  -4.14367  3.02061
H  6.18355  -0.83759  1.72194
H  3.87706  2.29801  3.57112
H  2.81463  -0.99351  4.46977
H  5.55393  2.55541  3.10738
H  4.09827  -4.04107  -1.67204
H  4.17671  -3.86235  4.76238
H  6.20241  -4.58904  -0.30093
H  6.23668  0.63848  4.42694
H  0.72753  2.86778  -1.91000
H  4.60479  0.21107  4.92248
H  1.17066  -1.65239  4.57162
H  -0.74064  -2.47560  -1.60884
H  4.71845  -2.54932  3.69296

***

| no. | E (eV) |
| --- | --- |
| 1 | -203832.800 |
| 2 | -65258.687 |
| 3 | -55405.065 |